Molecular formula: C18H26AlBr3Cl3FN3NaO16PS
Method: DFT, wB97M-V/def2-TZVPD

Computed properties:
HOMO-LUMO gap ... 1.7559 eV
M ... 1018.49 g mol⁻¹
LUMO energy ... -5.88 eV
Total charge ... +1
HOMO ... -7.635 eV
2S+1 ... 1

Cartesian coordinates (Å):
O  -5.79  -0.47  -2.01
P  -4.46  -0.55  -2.77
O  -4.85  -0.26  -4.40
O  -3.89  -2.14  -2.56
C  -3.37  0.79  -2.04
C  -1.82  0.82  -2.33
N  -1.23  1.03  -1.19
C  -2.12  1.14  -0.01
C  -3.63  0.75  -0.47
H  -5.39  0.55  -4.43
H  -3.57  -2.20  -1.64
H  -3.74  1.73  -2.57
H  -1.17  0.75  -3.26
H  -0.22  1.12  -1.04
H  -1.82  0.23  0.61
H  -2.00  2.03  0.67
H  -4.47  1.40  -0.07
H  -3.72  -0.35  -0.20
C  2.13  1.17  -3.04
Br  0.98  2.69  -3.43
Br  3.82  1.32  -3.93
Br  2.28  0.88  -1.12
H  1.64  0.29  -3.45
F  1.82  0.90  -5.83
Na  -3.69  -3.03  0.15
C  -2.81  -5.28  5.80
C  -1.72  -6.08  5.11
O  -1.43  -5.34  3.92
S  -1.66  -3.77  4.20
O  -0.39  -3.17  4.48
O  -2.54  -3.25  3.19
O  -2.48  -3.91  5.58
H  -3.79  -5.48  5.35
H  -2.86  -5.49  6.87
H  -2.03  -7.09  4.88
H  -0.81  -6.10  5.72
N  4.90  -1.86  -1.64
O  3.82  -1.94  -2.26
O  5.57  -0.82  -1.69
O  5.30  -2.83  -0.97
C  -1.73  -0.99  -6.55
C  -0.86  0.21  -6.31
O  -0.63  0.63  -5.21
C  -0.25  0.90  -7.51
H  -2.09  -1.38  -5.60
H  -2.59  -0.71  -7.16
H  -1.16  -1.77  -7.06
H  -1.04  1.28  -8.17
H  0.40  0.21  -8.05
H  0.35  1.75  -7.17
Al  2.17  -0.48  -8.65
C  3.92  3.08  0.92
C  3.35  2.66  2.11
C  3.64  3.32  3.30
C  4.50  4.42  3.27
C  5.08  4.84  2.08
C  4.79  4.16  0.90
N  4.78  5.14  4.51
O  4.27  4.73  5.54
O  5.52  6.11  4.45
H  3.69  2.55  -0.01
H  2.67  1.81  2.12
H  3.18  2.99  4.22
H  5.76  5.69  2.05
H  5.24  4.48  -0.03
C  6.98  8.71  5.88
O  6.34  9.16  6.82
O  6.70  8.89  4.68
O  8.00  8.01  5.97
C  -6.02  -7.63  4.07
Cl  -4.87  -7.90  2.75
Cl  -7.04  -9.05  4.31
Cl  -5.17  -7.21  5.56
H  -6.66  -6.79  3.80

Löwdin population analysis, charges in e, atoms 1 to 2: atom 1 (O): -0.313, atom 2 (P): 0.662